Entry from the OMol25 dataset: C18H9Cl5N2ReS4Sb as an isolated structure (ωB97M-V with the def2-TZVPD basis set).

Structure (ORCA input):
```
! RIJCOSX wB97M-V def2-TZVPD def2/J DEFGRID3
* xyz 2 1
Re -0.803 0.593 0.929
Cl 0.022 -1.945 1.986
C -1.029 -2.263 0.646
C -1.565 -1.104 0.097
C -2.534 -1.235 -0.908
Cl -3.363 0.138 -1.515
C -2.845 -2.497 -1.409
Cl -3.980 -2.667 -2.669
C -2.230 -3.641 -0.866
Cl -2.608 -5.174 -1.475
C -1.324 -3.532 0.206
Cl -0.608 -4.896 0.926
C 1.397 -0.141 -4.333
C 1.952 0.960 -3.696
C 1.874 1.077 -2.317
C 1.219 0.087 -1.595
C 0.661 -1.020 -2.218
C 0.764 -1.133 -3.595
N 1.127 0.254 -0.162
N 2.198 0.499 0.412
C 2.037 0.834 1.761
C 3.169 1.038 2.528
C 3.018 1.349 3.876
C 1.750 1.456 4.419
C 0.609 1.258 3.636
C 0.736 0.953 2.287
H 1.467 -0.232 -5.409
H 2.455 1.726 -4.270
H 2.313 1.923 -1.803
H 0.203 -1.812 -1.641
H 0.359 -2.003 -4.092
H 4.144 0.948 2.067
H 3.890 1.507 4.495
H 1.630 1.701 5.466
H -0.361 1.344 4.105
S -4.077 5.248 1.251
Sb -3.087 3.175 0.876
S -1.023 2.282 -0.371
S -2.376 1.155 2.303
S -5.181 3.791 0.073
*
```

HOMO level in eV: -14.803
Electronic energy in Ha: -5012.4700
Kohn-Sham gap in eV: 5.6
Relative energy (zero: lowest compared OMol25 entry of this formula, charge and spin) in kcal per mole: 0.0
LUMO level in eV: -9.2